Computed, not measured: a 2-piece molecular cluster, C2H7S overall, with ωB97M-V/def2-TZVPD.

HOMO energy in eV: -1.81
ΔE to the lowest compared entry with this formula, charge and spin in kcal per mole: 20.1
E_tot in a.u.: -478.577129
HOMO-LUMO gap in eV: 4.27

Geometry as ORCA input:
```
! wB97M-V def2-TZVPD RIJCOSX def2/J DEFGRID3
* xyz -1 1
C 1.60 -4.83 2.73
H 1.22 -5.46 1.92
H 2.67 -4.65 2.57
H 1.45 -5.37 3.66
H 1.13 -3.85 2.70
C -1.51 4.90 -2.57
S -2.86 5.08 -3.84
H -1.87 4.07 -1.94
H -0.73 4.28 -3.03
H -1.10 5.84 -2.20
*
```

Mulliken atomic charge list, values in e, 5 entries:
1. C -0.889
2. H 0.221
3. H 0.222
4. H 0.218
5. H 0.227